(1)
107
Properties=species:S:1:pos:R:3:forces:R:3 method="wB97M-V/def2-TZVPD" e_tot_ha=-2598.9157 total_charge=+2 orbital_gap_ev="5.8278 / 3.0165" homo_ev="-13.50 / -13.50" spin_multiplicity=2
Mg -3.079370 13.699110 -4.525960 0.88 2.96 -0.93
Na 0.241810 17.576140 -5.235700 -0.13 -0.06 0.44
O -0.602760 13.937360 -7.726830 0.26 -2.26 -1.45
O 4.370920 13.763580 -6.145680 1.03 -1.50 0.26
O -3.076080 15.589530 -3.728120 -0.12 -4.52 -2.34
O -3.394200 17.090600 -2.354450 -0.17 1.02 0.56
O -4.376970 17.130910 -12.787800 0.70 0.17 1.41
O -3.514810 11.040700 -11.949230 0.68 1.17 0.62
O 1.451100 10.799510 -5.109040 -0.35 0.92 -1.33
O -4.466080 14.408460 -5.828340 -0.35 -0.18 -0.74
O -0.641550 15.827720 -6.975390 0.62 6.29 0.76
O -1.999660 17.451660 -3.942340 0.41 -0.23 -0.86
O -0.755380 19.361260 -6.642120 -0.49 -1.11 -0.59
O -1.649050 14.286370 -5.914670 -0.95 -0.30 1.37
O 1.778490 16.223310 -8.327990 0.05 -0.35 -0.62
N -0.968890 14.718600 -6.877770 -0.64 -4.20 0.21
N 2.057840 18.355540 -6.617300 -0.98 -2.09 0.56
N -2.811920 16.742250 -3.348090 0.06 1.93 2.27
N -2.103370 16.845740 -9.852420 -2.82 -0.11 -0.82
N 1.478280 15.389850 -4.514010 -2.00 -0.25 -0.59
N -1.587030 13.869090 -10.367630 0.73 -0.27 -1.00
N -1.606610 10.973760 -7.315030 -0.90 1.76 -0.16
C -2.142890 19.208330 -6.924780 0.02 0.62 -0.16
C -0.465150 10.333180 -6.720880 1.04 -0.76 -0.19
C -3.090410 17.043660 -12.131160 -1.18 -0.69 -0.35
C 2.461570 19.876850 -8.414120 -0.07 0.35 0.29
C 0.433610 11.368490 -5.934020 0.06 -1.10 -0.34
C -3.731330 18.678470 -10.346670 -0.44 0.22 0.47
C -3.294460 17.267670 -10.618850 0.39 0.65 -2.00
C 0.068750 19.302570 -7.817330 0.82 -1.02 1.35
C -2.404630 12.686280 -10.419690 -1.82 -0.39 0.70
C 2.832180 15.248620 -4.935010 1.37 -0.84 0.23
C 0.985840 9.915590 -4.169780 0.13 -1.18 1.76
C -4.152850 10.844590 -13.198090 -0.37 0.98 -1.32
C 4.837060 12.383890 -6.230620 0.76 0.77 0.85
C 0.302340 9.545510 -7.814020 0.52 0.13 1.23
C 1.507640 19.483240 -7.290300 0.45 2.35 -1.00
C 3.073650 13.875560 -5.663150 -0.57 1.46 -0.42
C -4.462490 15.355550 -6.933560 0.53 1.18 0.02
C -3.617130 12.890780 -9.407210 1.14 -1.03 -1.06
C -4.335860 17.024210 -14.198890 0.24 0.45 -0.12
C -2.783240 12.319660 -11.891180 -1.91 -1.04 0.42
C 1.631340 15.671440 -9.627430 0.45 -0.33 0.00
C 3.627460 15.338520 -3.672630 2.14 0.61 -0.36
H 1.392750 14.944680 -3.611450 -0.23 0.01 0.27
H -5.414470 14.405520 -5.679550 -0.28 -0.56 0.76
H -4.328520 13.610010 -9.813080 -0.03 -0.06 -0.01
H -3.487050 10.765570 -14.057480 0.70 -0.56 0.26
H -3.705970 17.832250 -14.570910 0.06 -0.06 -0.38
H -4.760030 16.326700 -6.538040 -0.60 -0.12 0.05
H -2.769160 16.014190 -12.289610 0.59 -0.24 -0.06
H -3.474160 13.109600 -12.185690 -0.08 0.18 -0.46
H 2.498380 19.134930 -9.211810 -0.43 0.08 -0.25
H -1.974990 12.242580 -12.618420 0.48 0.31 0.33
H -0.279110 19.948340 -8.623600 0.27 0.63 0.31
H -0.220450 11.969150 -5.301960 -0.36 0.24 0.22
H 0.939730 16.125550 -7.871330 -0.21 -0.28 0.05
H 4.897740 11.923130 -5.244670 -0.57 0.08 0.32
H 3.462000 14.543980 -2.945010 -0.36 -0.01 -0.07
H -4.725750 11.710710 -13.529330 -0.33 0.53 0.56
H -5.121080 14.998070 -7.725120 0.13 0.03 0.11
H -0.900500 9.646900 -5.994520 0.45 -0.28 0.15
H -1.143330 14.030710 -9.474820 -0.23 0.09 0.75
H -2.345910 17.733070 -12.529320 -0.02 0.17 -0.19
H -4.080210 18.677330 -9.314010 0.36 0.81 0.20
H 4.674920 15.274830 -3.967350 0.23 -0.15 0.23
H 0.189210 10.276630 -3.519280 -0.75 0.43 -0.40
H 2.542380 15.881760 -10.187670 -0.19 0.26 -0.02
H -2.413060 16.768570 -8.894180 0.65 0.42 0.71
H -3.231370 13.210780 -8.439280 0.16 0.23 -0.07
H 3.473320 19.848390 -8.009590 0.05 0.47 0.00
H 3.054950 18.415870 -6.468220 0.09 0.67 0.34
H -1.982800 15.911570 -10.216950 1.68 -1.45 -0.40
H -1.340960 11.909720 -7.586180 0.04 0.42 0.08
H -1.855510 10.561980 -8.203060 -0.15 -0.60 0.09
H 0.977080 12.043220 -6.595440 -0.20 -0.07 -0.24
H -2.682500 18.961600 -6.010430 0.13 0.63 0.11
H 0.990040 14.774170 -5.148570 -0.92 -0.13 -0.07
H 4.280450 11.705920 -6.877640 -0.24 0.42 -0.28
H 0.640990 10.217000 -8.603020 0.03 0.09 -0.02
H 1.463090 20.276780 -6.544360 -0.07 0.43 -0.23
H 2.731730 13.056750 -5.030110 0.27 -0.19 0.32
H 2.026840 17.637960 -7.327390 0.23 -0.56 -0.01
H 0.713370 8.939430 -4.570990 -0.10 -0.02 -0.10
H -4.882520 10.037380 -13.262090 0.49 -0.31 0.84
H -4.088060 11.926870 -9.214330 -0.25 0.12 -0.27
H -5.345100 17.155250 -14.589240 0.04 0.04 0.26
H 1.175010 9.092610 -7.343460 0.22 -0.04 -0.19
H 0.751200 16.051710 -10.145940 -0.03 0.31 -0.13
H -0.818250 13.604130 -10.966690 0.55 1.00 -0.77
H -4.590490 19.000230 -10.935250 0.03 -0.51 -0.22
H 3.049260 16.099180 -5.581170 0.41 -0.27 -0.26
H -3.966400 16.060930 -14.550570 0.18 -0.14 0.13
H -1.752960 11.886400 -10.068090 0.01 -0.46 0.37
H -3.475490 15.617640 -7.314670 0.23 -0.97 0.18
H 2.205890 20.880050 -8.755180 0.30 -0.11 -0.42
H 0.050300 18.298450 -8.241020 -0.35 -0.47 -0.17
H 1.747460 9.757410 -3.406230 0.51 -0.14 -0.40
H -0.262320 8.725220 -8.257160 -0.30 0.17 0.10
H -4.115820 16.596440 -10.368020 -0.31 -0.35 0.43
H 5.894690 12.416430 -6.492290 -0.22 0.23 -0.61
H -2.450250 18.435240 -7.629030 0.78 -0.65 -0.23
H -2.924970 19.363070 -10.609720 0.06 0.12 0.58
H 1.555230 14.584400 -9.602150 -0.07 -0.22 0.21
H -2.444830 20.115950 -7.447430 -0.56 0.27 0.47
H 2.463160 13.876490 -6.566160 -0.87 -0.01 -0.15
H 3.546520 16.329000 -3.224840 -0.32 -0.10 0.25



(2)
125
Properties=species:S:1:pos:R:3:forces:R:3 method="wB97M-V/def2-TZVPD" e_tot_ha=-8723.9716 total_charge=-1 orbital_gap_ev=9.9686 homo_ev=-8.19
As 1.036355 -0.890748 -0.276924 0.09 0.85 -0.07
Cl -4.566155 3.258562 -2.225314 1.03 -0.46 -0.01
Cl -3.616465 -2.434108 -4.418124 0.30 -0.12 -0.29
Cl -2.461665 2.562452 -4.221254 -0.23 0.03 0.47
Cl -2.968795 -3.950558 -6.861214 0.05 -0.10 0.06
P 5.017475 0.990302 -8.546744 -0.83 -0.84 0.05
P -3.591745 6.713392 3.124796 2.12 0.30 -1.60
P -7.612395 0.590682 2.591416 -0.13 0.19 -1.85
P -1.800825 -4.521398 6.051266 0.23 -0.53 -0.07
F 2.695665 -1.305728 -0.849754 -1.69 0.43 0.39
F -0.586685 -0.541478 0.359386 0.90 -0.02 -0.40
F 1.722925 0.003632 1.122726 -0.41 -0.98 -1.12
F 0.245695 -1.627188 -1.695564 0.87 0.21 0.92
F 1.063555 0.667672 -1.198244 0.03 -1.43 0.83
F 0.993355 -2.424998 0.614446 0.15 0.90 -0.59
O 4.881215 4.674112 0.998676 -0.43 0.03 -0.07
O 5.299685 -0.590128 -8.224974 -0.35 1.42 -0.86
O 6.955505 -5.601178 -4.538644 -0.44 -0.57 -0.33
O -7.053035 -0.714298 1.823076 -0.45 1.15 0.08
O -2.149245 -5.050758 7.561476 1.54 0.61 -2.06
O -9.242905 0.438112 2.444676 2.52 0.21 -0.77
O 2.602665 6.419932 2.350566 0.17 0.31 -0.42
O -1.447655 -7.539958 -0.019604 0.30 -0.22 -0.12
O 6.001995 -3.793078 -2.450074 0.73 -0.06 -0.84
O -7.033525 0.880822 3.913736 -0.70 -0.38 -0.57
O 1.062625 -6.333408 -0.998254 -0.26 -0.71 -0.74
O 7.416235 1.371672 2.261846 0.48 -0.78 0.87
O -1.059245 -3.076068 6.261206 -1.31 -1.41 0.19
O -3.374665 8.042572 2.202666 0.44 -1.04 0.88
O 4.277255 1.536452 -7.190934 0.53 -0.69 -1.03
O 3.795605 0.834202 -9.685054 2.92 -0.71 2.15
O -4.920565 6.601762 3.714106 -0.03 -0.19 0.17
O 7.516365 -0.958088 4.335276 -0.27 -0.18 -0.73
O -0.584755 -5.520358 5.709646 -0.17 0.86 -0.32
O -7.360945 1.738292 1.470456 -0.03 -1.93 1.12
O -3.158895 5.543372 2.024956 0.02 1.79 2.14
O -2.331085 6.814712 4.153556 -1.25 -0.49 -2.37
O 6.201475 1.787632 -8.956864 -1.72 -0.79 0.55
O -2.908925 -4.602518 5.058816 1.04 0.66 1.22
C -7.639745 3.049952 1.832376 -0.52 2.15 0.42
C -4.311695 8.327152 1.194166 -1.54 -0.25 -0.79
C -2.959205 2.457282 -2.492774 -0.09 0.01 -0.61
C 6.845365 -3.389298 -3.570474 -0.95 0.40 0.43
C 2.744915 5.015972 2.215096 0.01 -0.53 0.18
C -9.875445 -0.470738 3.305516 -0.75 0.70 1.57
C 6.362535 0.623922 2.899526 -1.27 0.30 -1.21
C -0.868225 -2.191458 5.148226 0.25 0.16 -0.38
C 3.460535 4.613782 0.893446 -1.07 0.17 1.30
C 7.681005 -4.579878 -3.932274 0.95 0.30 0.35
C 6.651775 -0.846208 3.174596 0.80 1.14 0.81
C -0.095995 -6.476698 -1.825064 -1.32 0.94 2.08
C -2.838125 4.238462 2.503976 -0.98 -1.30 -0.06
C -1.382285 -6.436608 -0.924004 0.37 -0.77 -0.53
C -2.329445 -3.040288 -5.493744 0.44 0.44 0.40
C -3.324835 -4.665748 8.219216 -0.93 0.66 0.24
C 5.555235 -1.537948 -9.279084 0.43 -0.93 0.06
C 2.994535 1.045252 -6.687434 -0.09 -0.11 -0.85
C -2.246335 7.787962 5.179766 -0.41 -0.77 1.14
C 3.160555 2.011402 -10.075474 -1.32 0.13 -0.91
C -0.153105 -5.619298 4.317606 -0.74 -1.01 -0.46
C -5.642055 -0.917638 1.613276 0.80 -0.62 1.09
H -1.366255 8.420472 5.063666 -0.23 0.00 -0.24
H 8.500655 -4.357218 -4.615414 -0.15 0.43 -0.15
H 6.137365 -2.354408 -8.851754 -0.17 0.06 0.45
H 5.535815 0.683202 2.191636 -0.37 -0.41 -0.03
H 7.421815 -2.500628 -3.313404 0.40 -0.16 0.32
H 3.021705 1.936432 -11.153994 0.14 0.29 -0.11
H -4.991045 -0.046188 1.682956 -0.58 0.47 -0.18
H 3.428985 6.765132 2.004676 -0.02 0.55 0.18
H 3.259005 4.671412 3.112356 0.47 -0.45 -0.17
H -3.262725 3.997042 3.478416 0.14 0.50 0.30
H -4.001995 -5.516698 8.292876 0.08 -0.01 0.07
H -1.300795 -1.215998 5.370626 -0.10 -0.16 0.10
H 7.036695 2.164432 1.875736 -0.14 -0.03 0.04
H -0.421335 -6.628848 4.006206 0.32 -0.17 0.12
H -3.176375 8.334932 5.334556 0.10 0.27 -0.39
H -2.161325 2.935662 -1.924764 -0.47 0.05 0.07
H 2.259895 1.849772 -6.721594 0.27 0.21 -0.05
H 0.202865 -2.062708 4.992346 -0.01 -0.06 0.07
H 0.890745 -5.558338 -0.458504 0.19 0.21 0.13
H 5.725815 -1.344348 3.461916 0.04 0.03 -0.26
H -0.111115 -7.392538 -2.415914 0.52 0.05 0.18
H -0.196815 -5.582728 -2.440494 0.08 -0.10 -0.55
H -1.640045 -3.637178 -4.896634 -0.38 -0.24 -0.13
H -9.137105 -1.039398 3.870826 -0.33 -0.53 -0.19
H 7.104425 -1.298338 2.292106 -0.04 -0.23 0.01
H -3.852815 -3.859528 7.709946 -0.03 -0.04 -0.25
H -7.897975 3.283172 2.865336 0.23 -0.91 0.49
H -5.227495 8.752302 1.604846 0.13 0.32 0.23
H -2.253655 -6.497788 -1.575974 -0.08 0.34 -0.24
H 2.159965 1.923322 -9.652194 -0.11 0.77 0.17
H -5.299945 -1.557958 2.426336 0.01 -0.15 -0.02
H 5.191285 -3.280178 -2.414174 -0.01 0.19 -0.11
H -3.028685 1.393032 -2.267724 -0.18 0.32 0.11
H -1.748395 -2.202018 -5.878174 -0.40 0.03 0.00
H -2.146925 7.157672 6.063486 0.32 0.43 0.36
H 6.261365 -3.068968 -4.433274 -0.37 -0.25 -0.08
H -2.371145 -7.783058 0.078766 0.05 0.01 0.07
H -3.087125 -4.271768 9.207336 0.17 -0.27 0.06
H -1.435455 -5.527148 -0.325534 0.19 0.36 -0.24
H -10.392305 0.167952 4.021776 -0.11 -0.20 0.43
H 4.647695 -1.990568 -9.678594 -0.23 0.40 0.15
H -1.784215 3.960472 2.495196 0.07 0.64 -0.11
H 5.967055 1.095622 3.799086 0.48 0.15 0.33
H 3.124945 3.615922 0.611026 0.44 -0.04 -0.08
H 1.743845 4.594582 2.306686 -0.07 -0.02 -0.46
H 3.675615 2.942232 -9.838064 0.00 -0.13 0.21
H 2.620855 0.254212 -7.337604 0.09 -0.12 0.07
H -3.939895 8.974102 0.399606 0.55 0.18 0.52
H -8.535655 3.404262 1.322576 0.25 0.04 -0.61
H -5.409985 -1.440298 0.685336 -0.68 0.20 -0.12
H 6.257075 -5.862338 -3.934004 -0.18 -0.02 0.13
H 8.178505 -4.916178 -3.022604 -0.02 -0.23 0.31
H 5.075685 5.612982 1.046546 0.47 -0.01 -0.04
H -1.299035 -2.576528 4.223986 -0.14 -0.03 0.11
H 0.912555 -5.468908 4.144846 -0.06 0.17 0.72
H -3.376395 3.541972 1.861126 0.22 -0.01 -0.31
H -10.682265 -1.026818 2.828106 0.62 -0.34 -0.41
H -4.670195 7.445302 0.663196 0.31 -0.42 0.10
H 6.186835 -1.241028 -10.116344 -0.20 0.95 0.11
H 3.028085 0.679952 -5.661024 0.64 0.08 -0.13
H 8.293085 -0.441838 4.107686 0.24 0.04 0.14
H 3.086245 5.338002 0.169906 0.05 -0.10 -0.42
H -0.703995 -5.026308 3.587556 -0.16 0.59 0.55
H -6.771455 3.685612 1.658886 -0.08 -0.04 -0.48